{"formula": "C25H15F5N3O3SSe2W", "method": "ωB97M-V/def2-TZVPD", "elements": ["W", "O", "C", "C", "C", "C", "C", "C", "C", "O", "N", "N", "C", "C", "C", "C", "C", "C", "C", "O", "H", "H", "H", "H", "H", "H", "H", "H", "H", "H", "F", "C", "C", "F", "C", "F", "C", "Se", "C", "F", "C", "F", "S", "C", "N", "C", "C", "C", "C", "H", "H", "H", "H", "H", "Se"], "xyz": [[0.417, 0.328, -1.473], [3.637, 3.694, 1.515], [2.616, 4.463, 1.085], [2.736, 5.837, 1.286], [1.728, 6.684, 0.880], [0.576, 6.192, 0.262], [0.460, 4.839, 0.049], [1.470, 3.956, 0.452], [1.340, 2.537, 0.169], [0.359, 2.130, -0.635], [2.154, 1.649, 0.654], [1.844, 0.405, 0.144], [2.403, -0.615, 0.700], [1.945, -1.963, 0.498], [2.691, -3.071, 0.917], [2.137, -4.332, 0.860], [0.816, -4.491, 0.432], [0.044, -3.409, 0.050], [0.630, -2.153, 0.068], [-0.099, -1.069, -0.289], [3.409, 2.759, 1.370], [3.630, 6.206, 1.769], [1.837, 7.748, 1.049], [-0.210, 6.867, -0.047], [-0.418, 4.439, -0.435], [3.178, -0.405, 1.433], [3.699, -2.926, 1.286], [2.716, -5.191, 1.166], [0.382, -5.482, 0.405], [-0.982, -3.520, -0.269], [-2.247, 4.092, -5.095], [-1.926, 3.103, -4.266], [-2.780, 1.895, -4.178], [-2.758, 0.864, -5.014], [-3.784, 2.195, -3.213], [-4.777, 2.991, -3.001], [-2.613, 1.782, -2.554], [-2.145, 0.270, -1.541], [-1.904, 3.134, -2.597], [-2.317, 4.098, -1.786], [-0.749, 3.058, -3.430], [-0.123, 1.756, -3.403], [2.512, 1.774, -2.372], [3.632, 0.871, -3.329], [3.302, 0.564, -4.604], [4.102, -0.068, -5.482], [5.364, -0.431, -5.100], [5.770, -0.128, -3.798], [4.918, 0.512, -2.924], [2.361, 0.823, -4.878], [3.684, -0.248, -6.461], [6.016, -0.931, -5.799], [6.766, -0.398, -3.473], [5.221, 0.760, -1.917], [1.082, -1.190, -3.052]], "nbo_charge": [1.21, -0.66, 0.36, -0.26, -0.14, -0.25, -0.14, -0.20, 0.59, -0.74, -0.42, -0.33, 0.20, -0.23, -0.13, -0.22, -0.14, -0.27, 0.43, -0.68, 0.50, 0.23, 0.22, 0.23, 0.23, 0.23, 0.23, 0.23, 0.23, 0.25, -0.27, 0.29, 0.26, -0.27, 0.54, -0.22, -0.35, 0.16, 0.32, -0.27, 0.12, -0.36, -0.05, 0.11, -0.45, 0.08, -0.24, -0.10, -0.23, 0.45, 0.24, 0.25, 0.24, 0.25, -0.06], "e_tot_ev": -193709.6501, "homo_lumo_gap_ha": [0.22563, 0.22550], "e_above_lowest_ev": 1.6997, "lumo_ev": [-4.60, -4.60], "mol_weight_g_mol": 874.2, "e_homo_ev": [-10.740, -10.740], "charge": 1}


{"formula": "C25H15F6N5O6RuS2", "method": "ωB97M-V/def2-TZVPD", "elements": ["Ru", "O", "C", "O", "C", "C", "C", "N", "C", "C", "C", "C", "C", "C", "C", "N", "C", "C", "C", "C", "C", "N", "H", "H", "H", "H", "H", "H", "H", "H", "H", "H", "F", "C", "F", "F", "S", "O", "O", "N", "S", "O", "O", "C", "F", "F", "F", "N", "C", "C", "C", "C", "C", "C", "C", "H", "H", "H", "H", "H"], "xyz": [[-0.211, 0.574, -0.817], [3.156, -5.581, -1.197], [1.929, -5.568, -1.235], [0.972, -6.338, -1.240], [1.389, -4.008, -1.294], [0.033, -3.742, -1.356], [-0.376, -2.426, -1.398], [0.505, -1.412, -1.395], [1.821, -1.669, -1.334], [2.296, -2.964, -1.270], [2.679, -0.502, -1.335], [4.045, -0.563, -1.544], [4.783, 0.606, -1.527], [4.128, 1.808, -1.325], [2.760, 1.795, -1.148], [2.047, 0.660, -1.141], [-1.767, -2.024, -1.380], [-2.817, -2.834, -1.770], [-4.111, -2.353, -1.659], [-4.320, -1.083, -1.146], [-3.223, -0.330, -0.779], [-1.973, -0.790, -0.913], [-0.672, -4.564, -1.342], [3.351, -3.192, -1.186], [4.526, -1.511, -1.735], [5.854, 0.576, -1.681], [4.658, 2.750, -1.311], [2.233, 2.718, -1.040], [-2.626, -3.822, -2.165], [-4.946, -2.968, -1.966], [-5.313, -0.675, -1.029], [-3.339, 0.656, -0.359], [-0.473, 4.519, 0.951], [0.485, 3.973, 0.230], [0.723, 2.733, 0.711], [1.603, 4.664, 0.370], [0.020, 3.927, -1.608], [0.219, 2.528, -2.040], [0.864, 4.896, -2.200], [-1.503, 4.302, -1.615], [-2.473, 3.144, -1.184], [-1.799, 2.148, -0.303], [-3.741, 3.592, -0.748], [-2.807, 2.223, -2.789], [-1.951, 1.189, -2.942], [-4.030, 1.716, -2.744], [-2.684, 3.020, -3.822], [0.041, -0.155, 1.139], [-0.009, -0.056, 2.280], [-0.016, -0.014, 3.705], [-0.699, 1.010, 4.366], [-0.674, 1.048, 5.746], [0.020, 0.076, 6.458], [0.694, -0.943, 5.795], [0.680, -0.997, 4.415], [-1.236, 1.757, 3.796], [-1.191, 1.839, 6.271], [0.038, 0.114, 7.539], [1.234, -1.693, 6.357], [1.196, -1.784, 3.882]], "nbo_charge": [1.26, -0.70, 0.78, -0.70, 0.00, -0.19, 0.16, -0.37, 0.16, -0.20, 0.18, -0.20, -0.11, -0.23, 0.09, -0.42, 0.19, -0.20, -0.11, -0.22, 0.06, -0.41, 0.27, 0.27, 0.25, 0.25, 0.25, 0.21, 0.26, 0.25, 0.25, 0.24, -0.29, 0.73, -0.33, -0.29, 2.23, -0.99, -0.84, -1.14, 2.23, -0.98, -0.84, 0.74, -0.33, -0.29, -0.27, -0.39, 0.52, -0.17, -0.16, -0.20, -0.14, -0.20, -0.15, 0.23, 0.24, 0.24, 0.24, 0.24], "e_tot_ev": -86452.0378, "homo_lumo_gap_ha": [0.18166, 0.17033], "e_above_lowest_ev": 3.1084, "multiplicity": 2, "lumo_ev": [-5.48, -5.79], "mol_weight_g_mol": 760.6, "e_homo_ev": [-10.421, -10.421], "charge": 1}